No. 1
A single C4H8N2O2 molecule. Source: the OMol25 dataset; level of theory: the ωB97M-V functional and the def2-TZVPD basis.

XYZ file:
```
16
Properties=species:S:1:pos:R:3:nbo_charge:R:1
C 0.33235 0.02483 -1.05938 -0.22
N 1.16551 -0.84914 -0.35795 -0.45
C 2.29676 -0.14494 0.39491 0.09
O 1.72667 0.92620 0.93644 -0.57
C -0.69214 0.63671 -0.08300 -0.26
N -1.32737 -0.34853 0.59604 -0.40
C -2.71653 -0.29292 0.57465 0.49
O -3.40557 0.54322 0.05500 -0.52
H 0.97274 0.82112 -1.40978 0.22
H -0.16745 -0.44813 -1.89387 0.25
H 3.10225 0.03261 -0.32114 0.14
H 2.64269 -0.91174 1.10412 0.15
H -1.37159 1.32615 -0.59503 0.22
H 0.00596 1.18972 0.62374 0.36
H 0.62547 -1.39622 0.31442 0.39
H -3.18974 -1.10893 1.12081 0.12
```

For the HOMO-LUMO gap, the calculation gives 5.79 eV. As for the LUMO energy: -3.5 eV.

***

No. 2
C3H3KNaO3 as an isolated structure. Source: the OMol25 dataset; level of theory: the ωB97M-V functional and the def2-TZVPD basis.

XYZ file:
```
11
Properties=species:S:1:pos:R:3:lowdin_spin:R:1
O 0.26839 -1.92237 0.55759 0.00
C 1.50643 -1.76898 0.49018 0.00
C 2.11479 -0.47874 0.63892 0.00
H 2.13581 -2.57375 0.06784 0.00
H 3.15633 -0.34288 0.34163 0.00
H 1.64737 0.18538 1.37397 0.00
Na -1.61848 -0.71106 0.47927 0.06
O -0.62157 1.33080 -0.21898 0.32
C -1.86408 1.51665 -0.47018 0.39
O -2.22818 2.51000 -1.20549 0.21
K -4.49680 2.25494 -2.05474 0.03
```

For the HOMO-LUMO gap (spin up / spin down), the calculation gives 3.21 / 3.03 eV. As for the LUMO energy (spin up / spin down): -1.6 / -1.8 eV. The multiplicity is 2. The expectation value of S² is 0.755.

***

No. 3
C3H4O4 as an isolated structure. Source: the OMol25 dataset; level of theory: the ωB97M-V functional and the def2-TZVPD basis.

XYZ file:
```
11
Properties=species:S:1:pos:R:3:nbo_charge:R:1
C 0.10142 -1.33039 -0.31245 -0.71
C -0.47872 1.40915 -0.83501 0.87
C 0.67105 0.00761 0.06314 0.72
O -1.24460 1.65977 0.06907 -0.40
O -0.48173 0.24126 1.68052 -0.89
O -0.17727 1.66600 -1.95925 -0.47
O 1.79296 0.30364 0.27717 -0.37
H -0.16483 0.99041 2.20798 0.45
H -0.97768 -1.32571 -0.20171 0.27
H 0.54075 -2.07970 0.34558 0.28
H 0.41864 -1.54203 -1.33504 0.24
```

For the HOMO-LUMO gap (spin up / spin down), the calculation gives 6.60 / 6.54 eV. As for the LUMO energy (spin up / spin down): -2.9 / -3.0 eV.

***

No. 4
A single C3H6N2O2 molecule. Source: the OMol25 dataset; level of theory: the ωB97M-V functional and the def2-TZVPD basis.

XYZ file:
```
13
Properties=species:S:1:pos:R:3:nbo_charge:R:1
O -1.15982 1.05957 -2.22854 -0.51
C -0.65726 0.54995 -1.29591 0.67
C -0.23404 -0.74247 -0.83578 -0.57
C 0.65229 -0.52682 0.36215 -0.24
N 0.26648 0.79167 0.93396 -0.47
N -0.06650 1.51589 -0.22120 -0.08
O -1.15194 2.46209 0.05026 -0.58
H -1.21369 -1.29856 -0.63215 0.26
H 0.03687 -1.35374 -1.85911 0.27
H 0.46932 -1.39003 1.05697 0.22
H 1.65090 -0.38590 0.15177 0.21
H -0.54407 0.81229 1.64647 0.35
H -0.82961 3.31834 -0.16387 0.48
```

For the HOMO-LUMO gap, the calculation gives 9.30 eV. As for the LUMO energy: 0.9 eV. Its SMILES is O=C1CCNN1O.

***

For the records above, the corresponding ΔE to the lowest compared entry with this formula, charge and spin values read 160.00; 0.00; 103.78; 114.22 kcal/mol.
For the records above, the corresponding energy values read -11347.1745; -30041.2103; -11361.5121; -10279.8444 eV.